1.
The following is a quantum chemistry calculation of a cluster of 5 separate species, C15H30Cl8O3S in total, from the OMol25 dataset.

Structure (ORCA input):
```
! wB97M-V def2-TZVPD RIJCOSX def2/J DEFGRID3
* xyz 0 1
C -1.24069 2.75614 -0.57498
C -1.70770 1.55276 -1.38953
C -0.56296 0.82106 -2.10803
C -0.26749 -0.48319 -1.39253
C 0.95059 -1.22058 -1.92660
C 2.28004 -0.64861 -1.42011
C 2.82818 -1.33701 -0.18081
C 2.12687 -0.91815 1.10926
C 1.19015 -1.94053 1.70431
C 0.19947 -1.18188 2.59078
C 0.96250 -0.40833 3.67597
S 2.38753 0.51270 3.12108
O 1.98379 1.72044 2.48213
O 3.27723 0.70997 4.20482
O 3.09944 -0.48626 2.10858
H -0.52690 2.45175 0.18785
H -2.10038 3.18560 -0.06989
H -0.76681 3.51635 -1.18643
H -2.18571 0.86812 -0.69181
H -2.47654 1.86133 -2.08760
H 0.32741 1.44410 -2.15838
H -0.90265 0.62566 -3.12427
H -1.14553 -1.12284 -1.39153
H -0.11063 -0.20953 -0.35083
H 0.89287 -2.24600 -1.55830
H 0.94140 -1.29777 -3.00857
H 3.03741 -0.77731 -2.18984
H 2.22522 0.42137 -1.22985
H 2.78396 -2.41998 -0.27560
H 3.87595 -1.07527 -0.04566
H 1.53983 -0.03369 0.86974
H 0.67651 -2.45430 0.90305
H 1.70352 -2.64013 2.36131
H -0.38655 -0.49595 1.98721
H -0.41950 -1.91865 3.09220
H 0.33839 0.28717 4.21989
H 1.35929 -1.12440 4.39219
Cl 6.06764 1.64933 -0.51915
C 4.72015 2.36573 0.37611
Cl 3.26754 2.49789 -0.62156
H 4.49375 1.73504 1.22849
H 5.00609 3.35694 0.70512
Cl -4.24544 1.40906 -3.67880
C -4.05779 0.16944 -4.92331
Cl -3.17088 -1.23925 -4.32288
H -5.04154 -0.15180 -5.24355
H -3.51024 0.59398 -5.75611
Cl -5.78473 4.24822 -2.11922
C -7.22248 3.56684 -1.34759
Cl -7.21651 1.80020 -1.37013
H -7.24976 3.89865 -0.31685
H -8.09822 3.91710 -1.88017
Cl 2.19591 -5.50435 2.51844
C 1.22622 -5.22234 3.96689
Cl -0.47432 -4.94153 3.56853
H 1.29455 -6.09395 4.60620
H 1.61254 -4.34933 4.48034
*
```

Results
Orbital gap   10.9 eV
E_HOMO   -10.465 eV
SMILES string   CCCCCCC[C@H]1CCCS(=O)(=O)O1.ClCCl.ClCCl.ClCCl.ClCCl
LUMO   0.44 eV

Results of the Mulliken charge analysis, in e, for atoms 1 through 8: atom 1 (C): -1.326, atom 2 (C): 0.248, atom 3 (C): -0.341, atom 4 (C): -0.118, atom 5 (C): -1.098, atom 6 (C): 0.124, atom 7 (C): -1.466, atom 8 (C): 0.599

2.
The following is a quantum chemistry calculation of the molecule C6H11N3O, from the OMol25 dataset.

Structure (ORCA input):
```
! wB97M-V def2-TZVPD RIJCOSX def2/J DEFGRID3
* xyz 0 1
C -0.98752 -2.36938 0.00666
C 0.58420 -1.90681 0.21372
C 0.32357 -0.42399 -0.45926
N 0.83213 -0.30041 -1.73292
N 0.55853 0.94332 -2.04050
O 0.96806 1.62281 -3.17075
C 0.05782 1.66866 -1.07311
C -0.23172 0.77440 0.07024
C -0.72746 1.47020 1.33303
N 0.33212 1.11844 2.47942
H -0.84028 -2.79589 -1.06159
H -1.51237 -1.35640 0.19621
H -1.42902 -3.09281 0.85622
H 0.80066 -1.64506 1.20135
H 1.37602 -2.53932 -0.22543
H 1.14105 0.79838 -3.90716
H -0.49077 2.60859 -1.38326
H -1.84743 1.05320 1.86106
H -0.90013 2.58275 1.51109
H 1.44325 1.64509 2.66137
H 0.54930 0.14424 2.66359
*
```

Results
Orbital gap   9.0 eV
ΔE to the lowest compared entry with this formula, charge and spin   7.9812 eV
E_HOMO   -8.352 eV
SMILES string   CCc1nn(O)cc1CN
LUMO   0.69 eV

Results of the Mulliken charge analysis, in e, for atoms 1 through 8: atom 1 (C): -0.795, atom 2 (C): -0.584, atom 3 (C): 0.000, atom 4 (N): -0.846, atom 5 (N): 0.875, atom 6 (O): -0.523, atom 7 (C): -0.694, atom 8 (C): 0.602

3.
The following is a quantum chemistry calculation of the molecule C5H9NO, from the OMol25 dataset.

Structure (ORCA input):
```
! wB97M-V def2-TZVPD RIJCOSX def2/J DEFGRID3
* xyz 0 1
C -1.57415 0.53150 0.12978
C -0.35805 1.52420 -0.15568
C 0.79306 0.68300 0.30211
N 2.19909 0.14212 -0.04912
C 0.91329 -0.57385 -0.41956
C -0.12845 -1.45982 0.20073
O -1.53756 -0.85005 -0.19012
H -2.51719 0.93864 -0.27068
H -1.73241 0.53574 1.18581
H -0.34658 1.69277 -1.23328
H -0.60545 2.57341 0.17264
H 0.68478 0.58973 1.33691
H 2.91753 -0.24666 0.57263
H 0.93229 -0.67100 -1.41498
H 0.05374 -1.37681 1.28213
H -0.35400 -2.46038 -0.11062
*
```

Results
Orbital gap   10.4 eV
ΔE to the lowest compared entry with this formula, charge and spin   5.2719 eV
E_HOMO   -9.304 eV
SMILES string   C1C[C@@H]2N[C@H]2CO1
LUMO   1.06 eV

Results of the Mulliken charge analysis, in e, for atoms 1 through 8: atom 1 (C): -0.566, atom 2 (C): -0.573, atom 3 (C): -0.002, atom 4 (N): -0.648, atom 5 (C): -0.235, atom 6 (C): -0.586, atom 7 (O): -0.394, atom 8 (H): 0.371

4.
The following is a quantum chemistry calculation of the molecule C2H6NO, from the OMol25 dataset.

Structure (ORCA input):
```
! wB97M-V def2-TZVPD RIJCOSX def2/J DEFGRID3
* xyz 0 2
O -0.53676 -1.32236 1.36942
H -0.47650 -0.71882 2.11781
C -0.02245 -0.93116 0.01200
C -0.30338 0.38775 -0.34668
N 0.50408 1.36795 -1.05500
H 0.98295 -1.18648 0.25948
H -0.66711 -1.63226 -0.41257
H -1.38494 0.59999 -0.42190
H 1.45925 1.18407 -0.98162
H 0.44487 2.25133 -0.54094
*
```

Results
Orbital gap (spin up / spin down)   8.4 / 10.6 eV
ΔE to the lowest compared entry with this formula, charge and spin   0.8465 eV
E_HOMO (spin up / spin down)   -7.359 / -10.156 eV
LUMO (spin up / spin down)   1.02 / 0.43 eV

Results of the Mulliken charge analysis, in e, for atoms 1 through 8: atom 1 (O): -0.546, atom 2 (H): 0.281, atom 3 (C): -0.163, atom 4 (C): -0.323, atom 5 (N): -0.494, atom 6 (H): 0.266, atom 7 (H): 0.177, atom 8 (H): 0.304

5.
The following is a quantum chemistry calculation of a cluster of 3 separate species, C5H14O2 in total, from the OMol25 dataset.

Structure (ORCA input):
```
! wB97M-V def2-TZVPD RIJCOSX def2/J DEFGRID3
* xyz -1 2
C 0.23925 0.52851 2.73196
C -0.44828 0.30230 1.40207
C -0.14096 -0.89817 0.58521
C -0.58645 -1.14394 -0.65814
C 0.02197 -2.14010 -1.57768
H -0.24102 1.27751 3.36486
H 1.30653 0.74167 2.63916
H 0.17787 -0.40551 3.31229
H -0.59111 1.19765 0.80470
H -1.48547 -0.04036 1.66501
H 0.43523 -1.73702 0.97773
H -1.09731 -0.36170 -1.21905
H 0.64468 -2.87851 -1.06492
H 0.74307 -1.60737 -2.23090
H -0.65063 -2.70311 -2.23253
H -1.78143 2.39230 -1.15819
H -0.47523 1.95482 -1.63139
O -1.40964 1.81364 -1.83899
H 1.50087 0.99907 -0.60614
H 2.28099 1.12348 -1.87571
O 1.55707 1.58485 -1.38933
*
```

Results
Orbital gap (spin up / spin down)   3.1 / 9.0 eV
ΔE to the lowest compared entry with this formula, charge and spin   0.7555 eV
E_HOMO (spin up / spin down)   0.894 / -5.257 eV
LUMO (spin up / spin down)   3.95 / 3.70 eV

Results of the Mulliken charge analysis, in e, for atoms 1 through 8: atom 1 (C): -1.762, atom 2 (C): 0.151, atom 3 (C): -0.583, atom 4 (C): -0.104, atom 5 (C): -1.802, atom 6 (H): 0.343, atom 7 (H): 0.573, atom 8 (H): 0.341

6.
The following is a quantum chemistry calculation of a cluster of 3 separate species, C24H49FNO5S3 in total, from the OMol25 dataset.

Structure (ORCA input):
```
! wB97M-V def2-TZVPD RIJCOSX def2/J DEFGRID3
* xyz 1 1
C 3.33088 -0.03615 -0.36524
O 2.20155 0.85775 -0.68579
C 1.08874 0.70410 0.26698
C -0.39665 1.10370 -0.38926
C -0.56336 0.18690 -1.73899
C -1.95252 0.42780 -2.57504
C -3.25982 -0.37954 -2.00480
C -2.95884 -1.88971 -1.44378
C -2.95292 -2.01289 0.19630
C -1.53021 -2.62015 0.81124
C -1.34094 -4.23362 0.50773
C 0.18428 -4.66956 0.08954
C 0.77642 -3.86197 -1.20845
C 2.34712 -4.34573 -1.50519
C 2.86473 -3.38524 -2.76611
S 4.56200 -3.89808 -3.41972
C 1.79643 -3.40535 -4.03116
N 0.36326 -3.08046 -3.61615
F -0.48468 -3.01816 -4.69634
C -0.03943 -4.18791 -2.62411
H 3.04610 -0.98411 0.26006
H 3.79884 -0.41984 -1.39340
H 4.16921 0.63032 0.12726
H 1.34579 1.40909 1.19410
H 0.98118 -0.38991 0.68984
H -0.33035 2.24618 -0.63891
H -1.17567 0.88547 0.45915
H 0.32341 0.51022 -2.46944
H -0.34285 -0.92325 -1.44287
H -1.78046 0.13420 -3.69779
H -2.20679 1.58883 -2.46422
H -3.99926 -0.51137 -2.93266
H -3.87702 0.28298 -1.22684
H -3.81504 -2.62717 -1.82736
H -1.96692 -2.28204 -1.96020
H -3.16523 -0.92781 0.62232
H -3.85622 -2.68700 0.58465
H -0.59486 -1.98265 0.48576
H -1.61110 -2.48332 1.99367
H -1.61486 -4.79041 1.52299
H -2.14491 -4.58483 -0.28143
H 0.96008 -4.62711 0.99509
H 0.13328 -5.81832 -0.21558
H 0.85141 -2.70379 -0.98667
H 2.32558 -5.48599 -1.79061
H 3.03541 -4.12551 -0.56021
H 2.89446 -2.25766 -2.38987
H 5.46010 -3.65618 -2.34847
H 2.14366 -2.54524 -4.77946
H 1.80797 -4.42007 -4.61807
H 0.39740 -2.13202 -3.17179
H -1.19822 -4.25694 -2.47024
H 0.44767 -5.19050 -3.03569
C 3.02274 4.26212 -0.23844
C 2.58446 5.50009 -1.01942
C 1.18255 5.87243 -0.53975
S 1.06109 5.29360 1.14603
O 0.06838 4.24118 1.20130
O 1.03365 6.43339 2.04078
C 2.67834 4.54841 1.21557
H 4.08987 4.05817 -0.36604
H 2.46540 3.38606 -0.59106
H 3.27642 6.32557 -0.81275
H 2.59818 5.32311 -2.09942
H 1.02257 6.95330 -0.56509
H 0.41113 5.36768 -1.12780
H 2.64977 3.65047 1.83515
H 3.36650 5.28192 1.64621
C -2.49766 3.31583 4.50381
C -2.43427 2.39818 5.72385
C -2.84812 0.99995 5.26805
S -2.41268 0.88875 3.53898
O -3.62979 0.76748 2.76435
O -1.30089 -0.02816 3.38521
C -1.80660 2.55705 3.38067
H -2.01514 4.27888 4.69447
H -3.54445 3.50734 4.23924
H -1.40715 2.37214 6.10763
H -3.07798 2.75620 6.53339
H -2.32059 0.22233 5.82621
H -3.92823 0.85379 5.35562
H -2.04255 2.94793 2.38944
H -0.72284 2.53483 3.52906
*
```

Results
Orbital gap   9.5 eV
ΔE to the lowest compared entry with this formula, charge and spin   7.5609 eV
E_HOMO   -12.093 eV
LUMO   -2.56 eV

Results of the Mulliken charge analysis, in e, for atoms 1 through 8: atom 1 (C): -0.577, atom 2 (O): -0.347, atom 3 (C): -0.333, atom 4 (C): -0.169, atom 5 (C): 1.074, atom 6 (C): -0.756, atom 7 (C): -0.720, atom 8 (C): 0.325

7.
The following is a quantum chemistry calculation of a structure of composition C8H16Cl2O24S4Ti, from the OMol25 dataset.

Structure (ORCA input):
```
! wB97M-V def2-TZVPD RIJCOSX def2/J DEFGRID3
* xyz -1 4
Ti 0.37478 -0.10757 0.44385
Cl -1.98376 2.86483 1.08321
O -2.16241 3.27882 2.45631
O -3.26199 2.56199 0.49875
O -1.32184 3.89653 0.32686
O -1.15146 1.66839 1.07452
Cl -1.83215 -0.28556 -2.47990
O -2.10322 1.11468 -2.54394
O -1.71371 -0.86102 -3.79019
O -0.57406 -0.53904 -1.78172
O -2.91086 -0.90650 -1.73597
C -1.71079 -3.66195 -1.28602
C -0.57841 -3.82353 -2.31133
O 0.53538 -4.31586 -1.54746
S 0.43042 -4.05146 0.01742
O 1.16250 -2.87613 0.29423
O 0.67164 -5.25354 0.72501
O -1.11718 -3.71910 0.00687
H -2.42758 -4.48546 -1.30671
H -2.27150 -2.74197 -1.44812
H -0.35042 -2.86713 -2.77946
H -0.76094 -4.59952 -3.04880
C 1.12622 3.05039 3.16918
C 1.33541 4.01062 2.01180
O 2.42669 3.46419 1.26451
S 3.12967 2.26642 2.03522
O 4.52568 2.43247 2.07643
O 2.59738 1.06467 1.50652
O 2.45890 2.53862 3.45010
H 0.53099 2.21092 2.80330
H 0.71171 3.51759 4.05346
H 1.57032 5.04252 2.27610
H 0.42348 4.04412 1.41063
C -4.39661 -0.41025 1.14373
C -3.87940 0.14334 2.47494
O -3.28757 -1.00885 3.11228
S -2.62359 -1.96314 2.02930
O -2.73783 -3.29026 2.48720
O -1.37618 -1.40590 1.67541
O -3.67709 -1.63176 0.91097
H -4.22180 0.21859 0.27264
H -5.46390 -0.63822 1.15718
H -4.62154 0.49582 3.18060
H -3.08301 0.86053 2.30206
C 5.03974 0.81369 -2.52951
C 4.14565 0.05725 -3.56731
O 2.80961 0.15805 -3.08793
S 2.80832 0.53937 -1.53575
O 2.95916 -0.68423 -0.82582
O 1.73775 1.39566 -1.18585
O 4.12383 1.43239 -1.65774
H 5.60208 1.58618 -3.04624
H 5.70892 0.06177 -2.11602
H 4.38358 -1.00929 -3.51241
H 4.27100 0.34686 -4.60636
*
```

Results
Orbital gap (spin up / spin down)   4.0 / 9.2 eV
ΔE to the lowest compared entry with this formula, charge and spin   0.0000 eV
E_HOMO (spin up / spin down)   -1.935 / -7.130 eV
LUMO (spin up / spin down)   2.03 / 2.03 eV

Results of the Mulliken charge analysis, in e, for atoms 1 through 8: atom 1 (Ti): 0.993, atom 2 (Cl): 1.665, atom 3 (O): -0.656, atom 4 (O): -0.674, atom 5 (O): -0.809, atom 6 (O): -0.419, atom 7 (Cl): 1.664, atom 8 (O): -0.689

8.
The following is a quantum chemistry calculation of the ion C5H8BrN2O3 with charge +1, from the OMol25 dataset.

Structure (ORCA input):
```
! wB97M-V def2-TZVPD RIJCOSX def2/J DEFGRID3
* xyz 1 1
O -0.28771 -4.27504 -0.50224
C -0.71584 -3.34787 -1.01659
Br -1.80557 -3.09432 -2.49018
N -0.51182 -1.78924 -0.20370
O -1.61811 -2.02782 0.63001
C 0.04553 -0.49131 -0.00529
N -0.55921 0.26026 0.87611
C 0.08941 1.52610 1.26953
C 0.78385 2.19109 0.04948
C 1.56204 1.17811 -0.74758
O 1.00277 -0.19725 -0.81556
H -2.38855 -1.88378 0.10824
H -1.38233 0.06135 1.40467
H 0.94913 1.26463 1.87957
H -0.69116 2.11264 1.79009
H 0.05103 2.84223 -0.50134
H 1.36527 3.07674 0.48820
H 1.51580 1.38794 -1.74451
H 2.59549 1.20554 -0.46889
*
```

Results
Orbital gap   10.1 eV
ΔE to the lowest compared entry with this formula, charge and spin   0.0000 eV
E_HOMO   -13.876 eV
SMILES string   O=C(Br)N(O)C1=[NH+]CCCO1
LUMO   -3.73 eV

Results of the Mulliken charge analysis, in e, for atoms 1 through 8: atom 1 (O): -0.241, atom 2 (C): 0.544, atom 3 (Br): 0.069, atom 4 (N): -0.129, atom 5 (O): -0.502, atom 6 (C): 0.648, atom 7 (N): -0.107, atom 8 (C): -0.548